Entry 1:
Entry from the OMol25 dataset: 12 unconnected molecules or ions with the total composition C33H78N12O12 at a distorted geometry (wB97M-V/def2-TZVPD).

The geometry in ORCA input format:
```
! wB97M-V def2-TZVPD RIJCOSX def2/J DEFGRID3
* xyz 1 2
C -3.8329 -1.0224 1.8460
C -2.7032 -0.9314 2.8481
O -1.7331 -0.1558 2.7775
N -2.7071 -1.5919 4.0110
C -3.4635 -2.7618 4.2327
H -3.6005 -0.5152 0.9096
H -4.7358 -0.6406 2.3226
H -3.9980 -2.0863 1.6759
H -1.9032 -1.5117 4.6171
H -3.3174 -2.9332 5.2992
H -3.1001 -3.7283 3.8835
H -4.5362 -2.5702 4.2042
C -8.0283 0.6939 0.7251
C -6.5276 0.6383 0.3865
O -6.1051 -0.3782 -0.1535
N -5.7883 1.7212 0.6381
C -4.3649 1.9943 0.3755
H -8.6891 0.5557 -0.1306
H -8.3299 1.5598 1.3145
H -8.3070 -0.2448 1.2038
H -6.2705 2.5353 0.9915
H -4.2826 2.8840 -0.2488
H -3.9944 1.1499 -0.2057
H -3.6688 1.9798 1.2141
C 3.1223 -3.0535 -3.9056
C 1.9998 -3.5126 -4.7879
O 1.3788 -4.4685 -4.3264
N 1.8439 -3.1791 -6.0571
C 0.6682 -3.5467 -6.8519
H 4.1032 -3.3648 -4.2646
H 3.1313 -3.5522 -2.9364
H 3.1699 -1.9646 -3.8945
H 2.5582 -2.6139 -6.4936
H 0.6374 -4.6071 -7.1024
H 0.6802 -3.0612 -7.8277
H -0.2359 -3.1779 -6.3674
C -2.3842 2.4482 -3.1338
C -1.0117 2.6586 -3.8797
O -0.7651 3.7913 -4.3571
N -0.1754 1.6294 -3.7974
C 1.0635 1.5734 -4.5092
H -3.0863 2.2134 -3.9338
H -2.6336 3.2786 -2.4733
H -2.3030 1.5643 -2.5011
H -0.4596 1.0124 -3.0501
H 1.2030 0.5237 -4.7674
H 1.9679 1.7166 -3.9178
H 1.1021 2.2312 -5.3775
C 3.0353 3.3351 -0.6864
C 3.5056 4.7413 -0.5327
O 4.0232 5.3116 -1.5023
N 3.4217 5.1865 0.6805
C 3.5581 6.6309 0.9168
H 3.0598 3.1850 -1.7657
H 2.1230 3.0876 -0.1438
H 3.8399 2.7608 -0.2271
H 3.0137 4.7361 1.4872
H 4.6263 6.7983 1.0548
H 2.9765 6.7669 1.8286
H 3.2151 7.2245 0.0694
C 0.5187 0.5916 6.6544
C 0.3979 -0.7393 5.8363
O -0.6052 -1.4630 5.9483
N 1.3979 -1.0389 4.9924
C 1.3130 -1.9547 3.8010
H 0.6020 0.3654 7.7174
H -0.4304 1.1160 6.5438
H 1.2066 1.3729 6.3310
H 2.3072 -0.6059 5.0684
H 2.1346 -2.6671 3.7275
H 1.0600 -1.6227 2.7940
H 0.4400 -2.6062 3.8390
C 6.0481 -0.2796 -1.8622
C 4.7834 -0.6792 -1.0764
O 3.7288 -0.0806 -1.3735
N 4.8523 -1.5787 -0.1043
C 3.6611 -2.0664 0.6368
H 6.0168 0.6482 -2.4333
H 6.2947 -1.0327 -2.6106
H 6.8492 -0.2303 -1.1247
H 5.6787 -2.1409 0.0406
H 3.8092 -1.9025 1.7042
H 3.5433 -3.1429 0.5132
H 2.6182 -1.7802 0.5002
C 0.6155 6.4164 -1.9089
C -0.4988 5.7064 -1.1968
O -1.6754 6.0004 -1.3178
N -0.1414 4.8881 -0.2160
C -1.0766 4.1149 0.5969
H 0.2286 6.8104 -2.8486
H 1.5118 5.7992 -1.9716
H 0.9659 7.3065 -1.3863
H 0.8114 4.9289 0.1168
H -0.9622 4.5367 1.5955
H -0.7109 3.0883 0.6186
H -2.1241 4.3039 0.3622
C -1.0051 -4.0062 0.9134
C 0.1665 -4.7989 1.4172
O 1.2590 -4.5401 0.9293
N -0.1315 -5.6165 2.4373
C 0.8062 -6.4971 3.0755
H -0.6194 -2.9941 1.0355
H -1.7539 -4.3809 1.6113
H -1.1678 -4.1431 -0.1556
H -0.9957 -5.4877 2.9440
H 0.9325 -6.3972 4.1536
H 1.8478 -6.4128 2.7656
H 0.6451 -7.5719 2.9918
O 1.8419 4.0539 3.0291
C 1.7218 2.9097 3.2481
N 2.8707 2.1628 3.3116
C 0.3078 2.2178 3.3300
H 2.8579 1.2145 3.6590
H 3.7395 2.6617 3.1834
H -0.4348 2.9068 3.7324
H 0.3578 1.4295 4.0811
H 0.1573 1.7400 2.3619
O -2.5118 -4.9845 -4.1998
C -2.2452 -3.9787 -3.5928
N -1.0696 -3.4086 -3.6685
C -3.3950 -3.3875 -2.7413
H -0.2628 -3.8636 -4.0713
H -0.9131 -2.6732 -2.9941
H -4.2869 -3.7108 -3.2782
H -3.4169 -2.3144 -2.5516
H -3.4524 -3.9458 -1.8069
O -1.2130 -1.6925 -1.5745
C -0.2271 -0.9986 -1.3526
N 0.8899 -0.9323 -2.0820
C -0.2923 -0.0661 -0.1417
H 1.0214 -1.5118 -2.8987
H 1.7345 -0.6843 -1.5868
H -0.1931 -0.6979 0.7409
H -1.2597 0.4308 -0.0690
H 0.5346 0.6428 -0.0975
*
```

The molar mass is 835.059 g mol⁻¹. Its LUMO energy (spin up / spin down) is -0.1011 / -0.2994 hartree. The HOMO energy (spin up / spin down) comes out at -0.3592 / -0.3592 Ha. For the total energy, the calculation gives -2863.905526 hartree. The frontier orbital gap (spin up / spin down) is 7.0 / 1.6 eV. As for the expectation value of S²: 0.77.

***

Entry 2:
Entry from the OMol25 dataset: 6 unconnected molecules or ions with the total composition C33H78NO6 (wB97M-V/def2-TZVPD).

The geometry in ORCA input format:
```
! wB97M-V def2-TZVPD RIJCOSX def2/J DEFGRID3
* xyz 1 1
C -1.7926 -5.4814 -1.6760
O -0.4916 -5.9570 -1.4140
C 0.1094 -5.3643 -0.2768
C 0.9611 -4.1571 -0.7154
C 1.2794 -3.1281 0.3772
C 0.1838 -2.0617 0.5813
C 0.7022 -0.8560 1.4153
C 0.5932 0.5004 0.6713
C 1.9024 0.7358 -0.0782
N 1.8858 1.8572 -1.0874
C 3.2770 1.9970 -1.6731
C 3.3392 2.9995 -2.8219
C 2.3339 2.5886 -3.9169
C 0.9480 2.6746 -3.2550
C 0.8340 1.6520 -2.1340
H -1.9989 -5.6242 -2.7387
H -1.8856 -4.4121 -1.4453
H -2.5333 -6.0522 -1.1007
H 0.7557 -6.1357 0.1528
H -0.6506 -5.0619 0.4572
H 1.9141 -4.5682 -1.0722
H 0.4895 -3.6789 -1.5817
H 2.1963 -2.5972 0.0778
H 1.5131 -3.6057 1.3387
H -0.6804 -2.4853 1.0995
H -0.1330 -1.6976 -0.4065
H 1.7630 -1.0351 1.6355
H 0.1884 -0.7721 2.3740
H -0.2606 0.4809 -0.0107
H 0.4212 1.2971 1.4060
H 2.1913 -0.1655 -0.6311
H 2.7118 0.9729 0.6183
H 1.6611 2.7189 -0.5872
H 3.5716 0.9915 -1.9822
H 3.9269 2.3039 -0.8470
H 4.3646 3.0425 -3.2007
H 3.0634 3.9979 -2.4621
H 2.5501 1.5472 -4.1965
H 2.4076 3.2276 -4.7966
H 0.1320 2.5372 -3.9670
H 0.8467 3.6865 -2.8428
H -0.1464 1.7223 -1.6592
H 0.9759 0.6397 -2.5330
C 0.3443 -5.2479 3.8405
C 1.7841 -5.6559 3.5713
O 2.7225 -5.0633 4.4458
C 2.5638 -5.3602 5.8246
C 2.6608 -6.8384 6.1560
H 0.2416 -4.1612 3.7939
H -0.3186 -5.6937 3.0970
H 0.0024 -5.5718 4.8235
H 2.0681 -5.3211 2.5725
H 1.8853 -6.7466 3.5736
H 1.6238 -4.9422 6.2020
H 3.3703 -4.8195 6.3193
H 1.8618 -7.4188 5.6929
H 2.5884 -6.9803 7.2344
H 3.6142 -7.2449 5.8163
C -3.0469 3.2793 -0.1417
C -1.6586 3.8344 0.1096
O -1.0112 4.3369 -1.0532
C -1.6634 5.4310 -1.6932
C -1.8345 6.6534 -0.8112
H -3.0144 2.4867 -0.8922
H -3.4604 2.8715 0.7813
H -3.7365 4.0417 -0.5031
H -1.0103 3.0325 0.4752
H -1.6772 4.6001 0.8913
H -2.6259 5.1096 -2.1023
H -1.0256 5.6779 -2.5430
H -2.4808 6.4572 0.0444
H -2.2876 7.4604 -1.3866
H -0.8695 6.9966 -0.4353
C -5.3590 -0.5232 -3.7430
C -5.0154 0.9518 -3.8146
O -3.8844 1.3037 -3.0247
C -2.6690 0.6775 -3.3736
C -2.2145 0.9447 -4.7993
H -5.5415 -0.8138 -2.7062
H -6.2544 -0.7377 -4.3259
H -4.5564 -1.1515 -4.1336
H -5.8396 1.5391 -3.4115
H -4.8733 1.2776 -4.8502
H -2.7227 -0.4017 -3.1857
H -1.9335 1.0826 -2.6731
H -2.9117 0.5418 -5.5329
H -1.2445 0.4756 -4.9786
H -2.1243 2.0181 -4.9773
C 7.7793 4.6959 2.8156
C 7.4100 4.6759 1.3440
O 6.2957 3.8462 1.0384
C 5.0802 4.1818 1.6725
C 4.5582 5.5695 1.3387
H 7.9857 3.6865 3.1730
H 8.6711 5.3048 2.9629
H 6.9873 5.1189 3.4352
H 8.2324 4.2600 0.7632
H 7.2422 5.6928 0.9736
H 5.1500 4.0496 2.7576
H 4.3692 3.4295 1.3155
H 5.2265 6.3531 1.6941
H 3.5868 5.7273 1.8099
H 4.4475 5.6901 0.2591
C -3.4850 -1.7138 0.2155
C -4.8061 -1.0435 0.5536
O -5.9391 -1.7451 0.0841
C -6.1090 -3.0634 0.5811
C -6.2414 -3.1463 2.0913
H -3.3970 -1.8518 -0.8647
H -2.6511 -1.0983 0.5592
H -3.3890 -2.6930 0.6859
H -4.8484 -0.0674 0.0672
H -4.8793 -0.8643 1.6325
H -5.2998 -3.7142 0.2294
H -7.0255 -3.4206 0.1125
H -5.3382 -2.8124 2.6046
H -6.4276 -4.1784 2.3894
H -7.0728 -2.5309 2.4365
*
```

The value obtained for the energy above the lowest of the compared OMol25 structures with the same formula, charge and spin is 0.0 kJ/mol. The molar mass is 584.988 g mol⁻¹. Its LUMO energy is -0.0804 hartree. The HOMO energy comes out at -0.4159 Ha. For the total energy, the calculation gives -1810.023480 hartree. The frontier orbital gap is 9.1 eV.

***

Entry 3:
Entry from the OMol25 dataset: a molecular structure, C33H79Br2IN2O29P9S at a distorted geometry (wB97M-V/def2-TZVPD).

The geometry in ORCA input format:
```
! wB97M-V def2-TZVPD RIJCOSX def2/J DEFGRID3
* xyz 1 1
C -1.7442 -3.3574 0.8669
C -1.2227 -4.7749 0.8094
C -2.1820 -5.7667 0.9517
C -1.8496 -7.1052 0.9163
C -0.5292 -7.4429 0.6965
C 0.4204 -6.4625 0.5628
C 0.1250 -5.1012 0.6401
C 1.3828 -4.2595 0.5332
N 1.5968 -2.8567 1.1296
P 0.8302 -1.8949 -0.3355
S 0.1297 -0.1235 -0.1903
C 1.2286 -2.5725 2.5807
Br 0.2053 -0.9865 3.0729
Br 0.2955 -4.0209 3.5628
O 2.3950 -2.4416 3.3401
C 3.5672 -2.8527 2.5777
P 3.6515 -4.7609 2.9916
O 5.0576 -5.3197 2.3831
I 3.7360 -4.9294 5.4109
P 4.9839 -1.9887 3.4388
O 4.4657 -1.5140 4.7272
O 6.1207 -3.0559 3.7097
O 5.6831 -0.7599 2.7037
C 3.0802 -2.4641 1.1762
C 4.0531 -3.2336 0.2307
C 3.4245 -1.0094 0.7919
C 3.0798 0.1685 1.6941
C 3.9291 1.4314 1.3308
N 4.6499 1.2068 0.0704
H -1.9451 -2.9845 -0.1382
H -2.6929 -3.3202 1.3914
H -1.0744 -2.6553 1.3592
H -3.2056 -5.4722 1.1213
H -2.6283 -7.8346 1.0698
H -0.2307 -8.4790 0.6678
H 1.4441 -6.7806 0.4076
H 2.1596 -4.8789 0.9649
H 1.6774 -4.1918 -0.5172
H 1.8737 -1.9135 -1.2670
H -0.1068 -2.7778 -0.8650
H 5.6037 -4.6133 2.0199
H 6.4526 -2.8498 4.5983
H 5.4433 0.0260 3.2151
H 3.9451 -4.3153 0.2429
H 3.9497 -2.9206 -0.8050
H 5.0643 -3.0544 0.5835
H 4.5035 -1.0003 0.7182
H 3.1343 -0.7588 -0.2223
H 2.0551 0.5100 1.6210
H 3.2103 -0.0265 2.7577
H 4.5708 1.7655 2.1484
H 3.2461 2.2614 1.1647
H 4.7560 2.0690 -0.4457
H 5.5776 0.8661 0.2891
C -2.8276 4.5899 5.7372
O -2.8022 4.9993 4.3464
P -1.9624 4.1130 3.2519
O -1.9892 5.0524 2.1062
O -3.0864 2.9391 3.2045
C -4.3839 3.2519 2.6922
O -0.7802 3.0905 2.7980
C -1.1094 2.2357 1.7045
H -3.5344 5.2345 6.2504
H -3.1586 3.5531 5.8288
H -1.8459 4.7102 6.1938
H -4.3644 4.1514 2.0791
H -5.0859 3.3862 3.5155
H -4.7078 2.4091 2.0844
H -1.6718 2.7705 0.9395
H -1.6806 1.3760 2.0531
H -0.1701 1.8830 1.2817
C 2.8897 1.1990 -2.2557
O 1.9051 0.4534 -3.0069
P 0.3283 0.9008 -2.9186
O -0.3708 -0.2502 -3.5326
O 0.5682 2.1627 -3.9151
C 0.8503 1.9165 -5.2916
O -0.7420 1.7053 -2.0417
C -1.7709 2.4508 -2.7229
H 3.8691 0.8188 -2.5297
H 2.8458 2.2702 -2.4706
H 2.7268 1.0212 -1.1998
H 0.5341 0.9183 -5.5935
H 1.9182 2.0352 -5.4810
H 0.3056 2.6560 -5.8754
H -2.1597 1.8894 -3.5713
H -1.3901 3.4154 -3.0494
H -2.5635 2.6104 -1.9944
C -5.9326 -5.2278 -5.3043
O -5.8481 -4.4574 -4.0838
P -4.4030 -4.2495 -3.3796
O -4.7211 -3.6700 -2.0624
O -3.8715 -3.1663 -4.4613
C -4.4420 -1.8553 -4.4554
O -2.9818 -4.9823 -3.2381
C -1.8548 -4.1301 -3.0893
H -6.9499 -5.1392 -5.6731
H -5.2448 -4.8382 -6.0567
H -5.7152 -6.2773 -5.1122
H -4.9248 -1.6328 -3.5044
H -5.1675 -1.7635 -5.2643
H -3.6328 -1.1462 -4.6238
H -2.0870 -3.2946 -2.4241
H -1.5096 -3.7568 -4.0510
H -1.0613 -4.7373 -2.6483
C 2.0097 4.1503 6.3107
O 0.9428 4.9872 6.8069
P 1.0259 5.4837 8.3618
O -0.3029 6.0628 8.6116
O 2.1669 6.6024 8.0764
C 1.8022 7.7792 7.3530
O 1.6409 5.0160 9.7546
C 2.0426 6.0379 10.6784
H 1.8535 4.0181 5.2429
H 2.9800 4.6238 6.4731
H 1.9918 3.1744 6.7957
H 0.7258 7.9454 7.3754
H 2.1389 7.6989 6.3185
H 2.3060 8.6218 7.8227
H 1.3156 6.8475 10.7008
H 3.0272 6.4203 10.4225
H 2.0902 5.5629 11.6549
C -4.4765 6.2878 -4.9881
O -4.7506 5.1363 -4.1613
P -4.2233 5.1314 -2.6217
O -4.4384 3.7410 -2.1783
O -5.3521 6.1708 -2.0947
C -6.7027 5.7201 -1.9955
O -3.0481 5.7479 -1.7457
C -3.3246 6.0431 -0.3606
H -5.0125 6.1522 -5.9229
H -4.8260 7.2028 -4.5066
H -3.4106 6.3662 -5.1991
H -6.7608 4.6325 -1.9601
H -7.2814 6.0894 -2.8432
H -7.1199 6.1329 -1.0785
H -3.9243 5.2598 0.0954
H -3.8278 7.0030 -0.2711
H -2.3687 6.1007 0.1449
C 0.9873 -2.0749 -5.3761
O 0.7096 -3.4977 -5.4871
P 1.6262 -4.4161 -6.4515
O 0.9266 -5.7065 -6.5158
O 2.9062 -4.4299 -5.4236
C 2.7920 -5.1930 -4.2356
O 2.5236 -4.2645 -7.7597
C 3.6716 -5.1118 -7.8827
H 0.3517 -1.6753 -4.5833
H 2.0351 -1.9098 -5.1103
H 0.7607 -1.5659 -6.3129
H 2.0066 -5.9461 -4.3132
H 2.5793 -4.5305 -3.3871
H 3.7477 -5.6890 -4.0642
H 3.4446 -6.1239 -7.5522
H 4.5088 -4.7082 -7.3183
H 3.9307 -5.1235 -8.9382
*
```

The value obtained for the energy above the lowest of the compared OMol25 structures with the same formula, charge and spin is 0.0 kJ/mol. The molar mass is 1565.525 g mol⁻¹. Its LUMO energy is -0.1186 hartree. The HOMO energy comes out at -0.4177 Ha. For the total energy, the calculation gives -12512.328816 hartree. The frontier orbital gap is 8.1 eV.

***

The lowest molar mass belongs to which entry? C33H78NO6

***

Number 1 is which compound? C33H78N12O12